{
  "formula": "C33H92O13",
  "method": "ωB97M-V/def2-TZVPD",
  "e_lumo_ev": 0.25,
  "e_above_lowest_kcal_mol": 45.87,
  "e_tot_ha": -2290.46315,
  "largest_force_ha_per_bohr": 0.0558,
  "elements": ["O", "H", "H", "O", "H", "H", "C", "C", "C", "O", "H", "H", "H", "H", "H", "H", "H", "H", "C", "C", "C", "O", "H", "H", "H", "H", "H", "H", "H", "H", "C", "C", "C", "O", "H", "H", "H", "H", "H", "H", "H", "H", "C", "C", "C", "O", "H", "H", "H", "H", "H", "H", "H", "H", "C", "C", "C", "O", "H", "H", "H", "H", "H", "H", "H", "H", "C", "C", "C", "O", "H", "H", "H", "H", "H", "H", "H", "H", "C", "C", "C", "O", "H", "H", "H", "H", "H", "H", "H", "H", "C", "C", "C", "O", "H", "H", "H", "H", "H", "H", "H", "H", "C", "C", "C", "O", "H", "H", "H", "H", "H", "H", "H", "H", "C", "C", "C", "O", "H", "H", "H", "H", "H", "H", "H", "H", "C", "C", "C", "O", "H", "H", "H", "H", "H", "H", "H", "H"],
  "coordinates": [[8.953988, -2.039139, 3.091098], [9.889388, -1.917549, 3.253778], [8.913988, -2.713839, 2.413308], [8.959708, 3.086161, 3.861618], [8.797548, 2.217111, 3.494628], [8.412318, 3.121351, 4.646068], [2.723768, -0.441969, 0.124268], [1.238188, -0.655009, 0.504828], [0.517218, 0.665961, 0.281908], [0.662728, -1.687999, -0.287852], [3.284818, -1.369719, 0.236558], [3.220048, 0.237621, 0.817068], [2.899058, -0.137839, -0.907652], [1.135128, -0.968549, 1.543658], [1.009178, 1.462491, 0.840138], [-0.465652, 0.617471, 0.750648], [0.413198, 0.927201, -0.771202], [1.064788, -2.519509, -0.026022], [-6.381452, 5.919271, -0.716032], [-6.974502, 7.182801, -1.397282], [-7.826602, 8.015341, -0.434292], [-5.987242, 7.980881, -1.969222], [-5.693092, 5.421581, -1.399092], [-7.203902, 5.276431, -0.402262], [-5.810902, 6.143391, 0.185268], [-7.568032, 6.882401, -2.260752], [-8.717902, 7.533411, -0.032512], [-8.216512, 8.849451, -1.017672], [-7.176472, 8.265971, 0.403928], [-5.326632, 8.141961, -1.291542], [0.155578, 5.172551, -5.843592], [1.354588, 5.785801, -6.645312], [2.573648, 6.132961, -5.927922], [1.678608, 4.821571, -7.565592], [-0.717112, 5.175951, -6.496662], [0.031708, 5.695791, -4.895452], [0.380088, 4.138611, -5.581562], [1.015938, 6.665071, -7.193312], [2.991358, 5.272221, -5.405682], [2.321368, 6.935981, -5.235372], [3.348148, 6.551051, -6.570922], [2.249828, 5.248441, -8.208312], [4.360248, -2.379949, 8.029838], [4.553788, -3.822929, 7.789868], [3.524628, -4.698559, 8.590818], [4.340088, -3.952059, 6.392828], [4.564418, -2.165469, 9.078848], [3.314958, -2.089809, 7.923628], [4.976048, -1.722369, 7.416268], [5.559388, -4.162579, 8.037848], [3.825958, -4.758239, 9.636648], [3.502418, -5.715259, 8.198468], [2.485328, -4.370539, 8.609908], [4.870828, -3.268569, 5.977198], [-5.833772, -1.481819, -6.115832], [-5.081582, -2.023249, -4.875372], [-5.247042, -3.549189, -4.665962], [-3.729762, -1.623199, -5.040392], [-5.523922, -2.084399, -6.969652], [-5.547752, -0.451079, -6.325252], [-6.920752, -1.416169, -6.068422], [-5.429112, -1.642149, -3.915112], [-6.263212, -3.942819, -4.689452], [-4.661402, -3.856299, -3.799482], [-4.741152, -4.142539, -5.427612], [-3.189972, -1.987439, -4.335022], [-0.995122, -7.688969, 3.774318], [0.246878, -8.514009, 3.168708], [-0.207222, -9.654009, 2.266158], [1.081298, -7.683699, 2.423298], [-1.658562, -8.255539, 4.427728], [-1.675672, -7.381999, 2.980138], [-0.699192, -6.814719, 4.354158], [0.888068, -8.844089, 3.986038], [-0.935062, -9.290469, 1.540778], [-0.698802, -10.416589, 2.870248], [0.647708, -10.033779, 1.706718], [1.488198, -7.125859, 3.090258], [0.008698, -7.942449, -8.358642], [0.641468, -7.047079, -7.315612], [0.698718, -7.563269, -5.892022], [2.036238, -6.984749, -7.649352], [0.187798, -7.485109, -9.331712], [-1.071522, -8.056119, -8.267512], [0.452278, -8.936409, -8.300362], [0.188868, -6.055589, -7.329382], [1.274888, -6.939779, -5.208362], [1.083328, -8.575079, -5.763922], [-0.323432, -7.640489, -5.521422], [2.149348, -6.212769, -8.208692], [-8.353322, -2.659059, 1.417838], [-7.233502, -3.399149, 2.184488], [-6.877092, -2.628379, 3.434948], [-7.720692, -4.639459, 2.505708], [-8.532902, -3.222739, 0.502358], [-8.207012, -1.598039, 1.215528], [-9.322492, -2.630179, 1.915828], [-6.341822, -3.398899, 1.557588], [-6.331582, -3.221339, 4.169068], [-7.802662, -2.330999, 3.927878], [-6.220112, -1.778429, 3.250388], [-8.486882, -4.486899, 3.063638], [4.150298, 7.494811, 1.847798], [3.190778, 7.642541, 3.027308], [3.622478, 8.897391, 3.865038], [1.825588, 7.917351, 2.676938], [5.054688, 7.032221, 2.243008], [4.381528, 8.409401, 1.301758], [3.686228, 6.837781, 1.112248], [3.202558, 6.763001, 3.671028], [4.590868, 8.857261, 4.363738], [2.898758, 9.186341, 4.627158], [3.777278, 9.710101, 3.155358], [1.777648, 8.649471, 2.057808], [-3.972312, 4.062941, 7.816288], [-3.618162, 4.774501, 6.560498], [-4.608602, 5.873631, 6.229258], [-2.348832, 5.272101, 6.755288], [-3.995672, 4.842801, 8.577448], [-3.225542, 3.345281, 8.155978], [-4.943812, 3.568801, 7.826928], [-3.602352, 4.014381, 5.779428], [-4.710612, 6.482371, 7.127658], [-5.615282, 5.484681, 6.076248], [-4.311522, 6.539601, 5.419118], [-2.048262, 5.598451, 5.903968], [8.040188, -2.145479, -5.440212], [7.809038, -0.604099, -5.670962], [8.676108, 0.357591, -4.895152], [8.073648, -0.489859, -7.063122], [8.043658, -2.338879, -4.367512], [8.977868, -2.563349, -5.806572], [7.159108, -2.670369, -5.809392], [6.762258, -0.324599, -5.551662], [9.736878, 0.286731, -5.135632], [8.562648, 0.237011, -3.817792], [8.335318, 1.377291, -5.074512], [7.447878, -1.029459, -7.551842]],
  "forces_ev_per_a": [[-0.19, 0.15, 0.11], [0.24, 0.05, 0.08], [-0.06, -0.18, -0.18], [0.14, 0.18, -0.07], [-0.02, -0.24, -0.14], [-0.12, 0.04, 0.21], [0.15, -0.86, 0.65], [1.08, 0.56, -0.80], [-0.75, -0.37, 0.74], [-0.33, 0.31, -0.25], [-0.05, -0.30, 0.02], [-0.16, 0.31, -0.10], [-0.42, 0.26, 0.03], [0.25, 0.27, 0.26], [0.33, 0.01, -0.26], [-0.29, -0.07, -0.33], [0.13, -0.07, 0.05], [0.04, -0.07, -0.02], [-0.36, 0.62, -0.40], [-0.67, -1.16, 0.70], [-0.05, -0.37, -0.51], [0.85, 0.50, -0.22], [-0.24, -0.21, -0.06], [0.11, -0.24, -0.16], [0.01, 0.36, 0.10], [-0.22, -0.24, 0.11], [0.16, -0.48, -0.03], [0.36, 0.44, 0.41], [-0.19, 0.59, 0.04], [0.23, 0.20, 0.02], [1.34, 0.56, -0.15], [-2.06, -0.23, 0.20], [0.87, 0.99, 1.78], [0.27, -1.61, -2.05], [-0.09, 0.14, 0.34], [-0.45, 0.21, -0.17], [0.16, -0.05, -0.16], [-0.42, 0.38, 0.15], [-0.02, 0.05, 0.14], [0.28, -0.02, 0.46], [-0.04, -0.13, -0.28], [0.15, -0.30, -0.25], [-0.27, 1.28, 1.94], [-1.37, -0.61, -0.16], [0.73, 0.04, -0.43], [-0.17, -1.17, -0.57], [0.30, 0.29, 0.15], [-0.04, -0.14, -0.41], [0.14, -0.12, -0.04], [0.14, -0.03, 0.14], [0.20, 0.02, 0.00], [0.21, -0.02, -0.05], [0.12, 0.51, -0.42], [0.00, -0.05, -0.18], [0.48, 0.19, 0.40], [-0.92, -0.66, 0.02], [1.17, -0.22, -0.93], [0.07, -0.16, -0.35], [-0.15, 0.00, -0.08], [0.38, -0.01, 0.13], [-0.01, -0.61, 0.36], [-0.40, 0.75, -0.15], [-0.10, 0.43, 0.54], [-0.56, 0.07, 0.57], [0.08, 0.31, -0.65], [-0.01, -0.08, 0.13], [0.51, -0.87, -0.55], [-1.73, 0.32, 0.94], [-0.07, 0.43, 0.39], [0.36, 0.94, -0.55], [0.37, -0.49, 0.17], [0.33, 0.25, -0.31], [0.30, 0.04, -0.18], [-0.44, -0.67, 0.37], [-0.01, 0.10, -0.02], [0.16, -0.19, -0.14], [-0.05, -0.24, 0.20], [0.29, 0.40, -0.33], [-0.53, -0.03, 0.18], [1.24, -0.74, 0.55], [-1.39, -0.47, 0.55], [0.23, 0.83, -0.44], [0.11, -0.23, -0.11], [-0.09, 0.08, 0.23], [0.11, 0.07, -0.18], [0.00, 0.14, 0.01], [-0.08, 0.27, -0.31], [0.28, -0.05, -0.59], [-0.16, 0.17, 0.30], [0.29, -0.04, -0.19], [-0.03, 0.02, -0.51], [-0.63, 2.80, -0.07], [0.33, 0.10, 0.74], [0.17, -1.88, 0.03], [0.04, 0.28, -0.25], [0.64, -0.06, -0.28], [0.05, -0.48, 0.64], [-0.09, -0.87, -0.17], [0.03, -0.39, -0.17], [0.00, 0.38, 0.10], [-0.37, 0.28, -0.18], [-0.15, -0.18, 0.09], [-0.73, -0.83, 0.09], [0.28, 2.63, 0.77], [0.49, -0.31, -0.22], [0.06, -1.05, -0.16], [0.18, 0.09, -0.33], [0.00, 0.25, 0.40], [0.18, -0.31, 0.00], [-0.26, -0.11, -0.29], [0.14, -0.59, 0.04], [-0.17, -0.15, -0.22], [-0.41, 0.26, -0.04], [0.25, 0.11, -0.04], [-0.41, 0.11, 1.49], [-1.14, -1.05, -0.84], [-0.45, 0.16, 0.73], [1.52, 0.71, -0.07], [-0.12, -0.06, 0.38], [0.11, -0.02, -0.38], [-0.03, 0.08, -0.29], [-0.01, -0.01, -0.55], [0.15, 0.29, 0.05], [0.05, -0.14, -0.41], [0.04, -0.25, -0.16], [0.30, 0.19, 0.03], [-0.80, 1.09, 1.83], [0.53, -2.05, -0.95], [-0.08, 0.27, 0.16], [0.47, 1.29, -0.80], [-0.06, -0.15, 0.25], [-0.14, 0.46, -0.44], [0.23, -0.19, -0.34], [-0.16, -0.26, 0.60], [-0.06, -0.12, -0.14], [-0.04, -0.36, 0.02], [0.15, 0.06, -0.29], [-0.04, -0.04, 0.09]]
}